DFT (ωB97M-V with the def2-TZVPD basis set) results for a molecular structure, C19H27BN11Sc.

Each line ends with the Mulliken charge.
Positions of all 59 atoms, in Å:
Sc 1.383 -1.772 0.472  0.282
B 2.560 -2.295 -1.971  0.110
N 2.108 -0.821 -2.115  -0.296
C 2.054 0.025 -3.143  -0.298
C 1.474 1.212 -2.715  -1.030
C 1.182 1.007 -1.377  -0.161
N 1.565 -0.227 -1.009  0.491
N 1.353 -3.266 -1.944  0.005
C 0.822 -4.084 -2.848  -0.171
C -0.262 -4.741 -2.275  -0.976
C -0.326 -4.255 -0.983  -0.407
N 0.654 -3.354 -0.778  0.258
H 3.025 -2.379 -0.815  -0.022
H 3.386 -2.618 -2.762  -0.023
H 2.439 -0.258 -4.110  0.497
H 1.301 2.105 -3.290  0.484
H 0.731 1.688 -0.671  0.533
H 1.247 -4.165 -3.835  0.473
H -0.897 -5.479 -2.733  0.442
H -1.017 -4.508 -0.194  0.562
N 3.323 -1.316 1.651  -0.428
C 3.294 -1.854 3.044  -0.552
C 2.556 -3.182 3.045  -0.568
N 1.206 -2.977 2.449  -0.433
H 4.084 -1.759 1.137  0.326
H 3.571 -0.328 1.660  0.287
H 2.776 -1.132 3.677  0.293
H 4.299 -1.980 3.444  0.437
H 2.498 -3.577 4.059  0.442
H 3.085 -3.914 2.432  0.337
H 0.601 -2.501 3.115  0.264
H 0.761 -3.876 2.278  0.281
C 0.264 0.913 2.553  -1.162
C -0.728 0.291 1.633  0.828
N -0.543 -0.847 0.969  0.297
C -1.682 -1.044 0.194  -0.791
C -2.539 -0.024 0.410  -0.424
N -1.927 0.811 1.325  0.168
C -2.388 2.146 1.700  -1.211
N -2.024 3.097 0.695  0.568
N -0.705 3.249 0.410  -0.218
N -0.574 4.015 -0.601  -0.787
C -1.826 4.397 -1.029  0.181
C -2.208 5.232 -2.087  -0.621
C -3.554 5.421 -2.274  -0.588
C -4.510 4.805 -1.435  -0.542
C -4.152 3.988 -0.390  -0.996
C -2.778 3.797 -0.209  1.665
H 1.141 0.268 2.636  -0.077
H -0.146 1.037 3.556  0.516
H 0.577 1.891 2.184  0.328
H -1.797 -1.894 -0.455  0.549
H -3.514 0.184 0.003  0.504
H -1.934 2.409 2.653  0.380
H -3.469 2.136 1.809  0.369
H -1.466 5.709 -2.712  0.455
H -3.898 6.062 -3.073  0.401
H -5.560 4.990 -1.618  0.401
H -4.896 3.539 0.255  0.367

Output
LUMO energy (eV): -5.87
Orbital gap (eV): 7.69
Net charge: +2
ΔE to the lowest compared entry with this formula, charge and spin (kcal/mol): 1.82
HOMO level (Ha): -0.4984

DFT (ωB97M-V with the def2-TZVPD basis set) results for a molecular structure, H35O17 in a non-equilibrium geometry.

Each line ends with the Löwdin spin population.
Positions of all 52 atoms, in Å:
O 2.120 3.007 -3.819  0.019
H 0.037 3.505 1.827  0.047
H 1.593 2.778 -3.029  0.011
O -2.158 -0.258 4.487  0.046
H 1.216 -1.584 -2.750  0.003
H -2.981 -4.160 2.346  0.001
O 2.612 0.881 2.504  0.054
H 3.528 0.537 2.494  0.023
H -0.070 -4.425 -3.301  0.001
O 0.916 1.195 4.395  0.062
H 1.667 0.687 3.532  0.018
H -1.418 -0.468 -3.059  0.005
O 0.198 -3.516 -3.115  0.005
H -1.579 3.177 -2.185  0.009
O -2.496 0.188 -1.724  0.018
H -3.337 0.569 -2.066  0.004
H 2.958 3.657 -0.829  0.012
O -0.520 -2.198 0.665  0.028
H -2.378 -0.764 -1.816  0.004
H 3.732 -0.848 -3.475  0.002
O -1.441 2.778 -1.356  0.054
H 1.952 2.189 -4.340  0.003
H -0.775 3.110 -0.790  0.029
O 1.470 -1.418 -1.842  0.021
H -1.702 -3.373 2.525  0.004
H 1.605 -0.499 -1.784  0.011
O 2.135 3.473 -0.323  0.049
H 0.767 0.534 -0.766  0.018
H 1.374 4.016 -0.504  0.029
O 2.364 -1.355 4.038  0.036
H -5.345 -0.624 -1.683  0.001
H 0.334 2.044 1.589  0.026
O 2.856 -0.621 -3.838  0.009
H 2.085 -2.232 3.685  0.014
H 2.990 -0.682 -4.785  0.001
O -4.769 -0.885 -0.992  0.007
H -3.818 -0.930 -1.007  0.002
H 0.341 -2.471 0.455  0.006
O 0.558 2.751 2.097  0.090
H -0.483 -1.781 1.528  0.019
H -2.586 -1.137 4.515  0.005
O -1.809 -0.733 -3.898  0.009
H 2.161 1.350 1.812  0.021
H -2.798 0.441 4.231  0.016
O -2.524 -3.570 2.907  0.011
H 0.659 2.009 3.836  0.022
H 0.066 0.632 4.214  0.027
O 0.374 0.287 0.105  0.058
H -0.611 0.306 0.030  0.018
H 1.165 -3.584 -3.105  0.001
H 3.033 -1.844 4.544  0.009
H -2.650 -0.321 -3.922  0.002

Output
LUMO energy (alpha / beta) (eV): 0.09 / -0.17
Orbital gap (alpha / beta) (eV): 2.88 / 10.30
2S+1: 2
ΔE to the lowest compared entry with this formula, charge and spin (kcal/mol): 67.04
HOMO level (alpha / beta) (Ha): -0.1025 / -0.3850

DFT (ωB97M-V with the def2-TZVPD basis set) results for a molecular structure, C40H36FeN3O in a non-equilibrium geometry.

Each line ends with the Löwdin spin population.
Positions of all 81 atoms, in Å:
C 4.327 0.709 2.522  0.024
O 3.799 1.192 1.260  0.134
C 2.735 0.628 0.615  0.484
C 2.537 -0.833 0.697  0.087
C 1.247 -1.395 0.545  0.100
C 1.066 -2.780 0.561  0.003
C 2.149 -3.624 0.794  0.110
C 3.435 -3.082 0.932  0.006
C 3.627 -1.708 0.869  0.091
C 1.641 1.544 0.501  0.321
N 0.733 1.698 -0.490  0.181
C 0.756 1.457 -1.884  0.044
C -0.424 0.965 -2.443  0.042
C -0.483 0.773 -3.824  0.005
C 0.653 1.029 -4.607  0.058
C 1.816 1.550 -4.025  0.005
C 1.806 1.923 -2.683  0.061
N -0.366 2.405 -0.073  0.224
C -0.075 2.829 1.128  0.150
C -1.013 3.625 1.903  0.123
C -0.714 4.454 3.010  0.107
C -1.757 5.034 3.732  0.021
C -3.092 4.831 3.343  0.168
C -3.388 4.093 2.186  0.027
C -2.352 3.502 1.475  0.099
N 1.187 2.374 1.530  0.196
C 1.499 2.266 2.919  0.022
C 2.490 3.087 3.445  0.007
C 2.728 3.074 4.823  0.004
C 1.912 2.308 5.656  0.007
C 0.897 1.507 5.120  0.006
C 0.705 1.462 3.735  0.013
H 4.702 1.604 3.016  0.002
H 3.565 0.216 3.148  0.002
H 5.165 0.039 2.293  0.002
H 0.410 -0.712 0.403  0.010
H 0.064 -3.196 0.418  -0.002
H 2.012 -4.709 0.846  0.008
H 4.297 -3.737 1.091  -0.002
H 4.636 -1.284 0.903  0.007
H -1.282 0.768 -1.794  0.004
H -1.412 0.433 -4.280  -0.001
H 0.628 0.862 -5.685  0.004
H 2.717 1.720 -4.619  0.000
H 2.593 2.522 -2.226  0.007
H 0.325 4.639 3.282  0.008
H -1.534 5.644 4.614  -0.002
H -3.895 5.286 3.919  0.014
H -4.415 3.970 1.844  -0.002
H -2.535 2.919 0.576  0.012
H 3.056 3.729 2.767  0.000
H 3.523 3.702 5.245  0.000
H 2.064 2.341 6.737  0.000
H 0.221 0.946 5.764  0.001
H -0.098 0.876 3.289  0.002
C 4.790 1.049 -1.472  0.082
C 3.836 -0.053 -1.609  0.502
C 4.182 -1.216 -2.361  0.029
C 3.374 -2.437 -2.518  0.060
C 4.259 -3.513 -2.889  -0.003
C 5.576 -2.965 -3.117  0.004
C 5.514 -1.539 -2.896  0.045
Fe 4.225 -2.065 -4.236  0.209
C 4.025 -0.742 -5.691  0.006
C 2.803 -1.515 -5.484  -0.003
C 3.128 -2.919 -5.646  0.011
C 4.544 -3.018 -5.955  -0.025
C 5.094 -1.681 -5.984  0.005
H 4.645 1.839 -2.223  0.028
H 4.732 1.504 -0.472  0.014
H 5.823 0.679 -1.619  0.001
H 2.752 0.118 -1.507  0.021
H 2.335 -2.478 -2.205  0.003
H 3.974 -4.560 -2.931  0.000
H 6.474 -3.509 -3.388  0.000
H 6.296 -0.785 -2.971  0.002
H 4.100 0.344 -5.730  0.002
H 1.811 -1.105 -5.329  0.002
H 2.418 -3.745 -5.612  0.001
H 5.079 -3.933 -6.203  0.000
H 6.111 -1.419 -6.264  0.000

Output
LUMO energy (alpha / beta) (eV): 2.45 / 1.95
Orbital gap (alpha / beta) (eV): 3.20 / 6.48
Net charge: -1
2S+1: 5
ΔE to the lowest compared entry with this formula, charge and spin (kcal/mol): 13.56
HOMO level (alpha / beta) (Ha): -0.0273 / -0.1668

DFT (ωB97M-V with the def2-TZVPD basis set) results for 2 unconnected molecules or ions with the total composition C12H25IN3O4 in a non-equilibrium geometry.

Each line ends with the Mulliken charge.
Positions of all 45 atoms, in Å:
C -1.044 -0.120 2.912  -0.945
C -1.294 -1.093 2.042  -0.038
C -1.942 -0.788 0.739  -0.955
N -1.066 -1.032 -0.475  0.747
C -1.550 -0.082 -1.540  -0.796
C -0.777 -0.082 -2.862  0.080
O -0.018 0.840 -3.111  -0.450
O -0.981 -1.109 -3.741  -0.430
O 0.278 -0.849 -0.163  0.021
C 0.685 0.517 0.043  -0.726
C 1.907 0.476 0.915  -0.661
C 3.093 -0.107 0.111  -1.205
C -1.254 -2.485 -1.027  -0.936
I 0.614 -3.325 -1.777  0.225
C -1.790 -3.470 0.002  -0.360
C -3.327 -3.528 0.074  -1.403
H -0.575 -0.309 3.855  0.318
H -1.343 0.883 2.662  0.289
H -1.051 -2.096 2.340  0.253
H -2.888 -1.283 0.592  0.548
H -2.173 0.266 0.763  0.548
H -2.575 -0.370 -1.740  0.818
H -1.575 0.933 -1.184  0.495
H -1.898 -1.088 -4.044  0.355
H 0.958 1.009 -0.880  0.668
H -0.076 1.125 0.526  0.294
H 2.198 1.475 1.191  0.419
H 1.754 -0.171 1.766  0.353
H 3.371 -1.087 0.476  0.362
H 2.845 -0.227 -0.935  0.256
H 3.965 0.516 0.214  0.333
H -1.933 -2.457 -1.854  0.379
H -1.337 -3.384 0.974  0.368
H -1.484 -4.438 -0.354  0.610
H -3.791 -2.852 -0.636  0.415
H -3.691 -3.276 1.058  0.351
H -3.676 -4.518 -0.163  0.371
C 3.019 4.198 0.309  0.672
O 3.235 3.016 0.071  -0.624
N 3.877 4.959 1.043  -0.409
N 1.903 4.843 -0.147  -0.371
H 3.724 5.928 1.247  0.158
H 4.708 4.515 1.386  0.227
H 1.263 4.314 -0.708  0.202
H 1.710 5.810 0.030  0.172

Output
LUMO energy (eV): -2.91
Orbital gap (eV): 9.43
Net charge: +1
ΔE to the lowest compared entry with this formula, charge and spin (kcal/mol): 62.83
HOMO level (Ha): -0.4535

DFT (ωB97M-V with the def2-TZVPD basis set) results for a molecular structure, C28H30As2BrCl3HfN3O2 in a non-equilibrium geometry.

Each line ends with the Mulliken charge.
Positions of all 70 atoms, in Å:
Hf 0.562 0.792 -0.051  1.406
O 3.684 -3.444 0.845  -0.513
C 2.495 -4.009 1.239  0.756
C 2.434 -5.174 1.993  -0.533
C 1.288 -5.681 2.453  -0.744
C 0.070 -5.091 2.081  -0.858
C 0.093 -3.973 1.275  -0.401
C 1.303 -3.354 0.899  0.001
C 1.382 -2.117 -0.018  0.149
O 1.219 -0.814 0.690  -0.570
N 0.302 -2.103 -0.995  -0.318
N 0.041 -0.842 -1.556  -0.182
C -0.639 -0.738 -2.665  0.118
C -1.105 0.517 -3.130  0.529
Br -0.696 2.106 -2.101  -0.061
C -2.030 0.671 -4.123  -0.888
C -2.363 -0.330 -5.130  0.583
C -1.377 -1.081 -5.818  -0.284
C -1.727 -1.964 -6.763  -0.611
C -3.080 -2.008 -7.122  -0.506
C -4.040 -1.209 -6.500  -0.551
C -3.664 -0.302 -5.564  -0.626
H 4.408 -3.922 1.209  0.334
H 3.439 -5.544 2.263  0.266
H 1.328 -6.450 3.169  0.473
H -0.880 -5.511 2.431  0.402
H -0.778 -3.511 0.929  0.496
H 2.299 -1.936 -0.508  0.535
H -0.235 -2.890 -1.364  0.346
H -0.955 -1.652 -3.208  0.564
H -2.509 1.639 -4.312  0.397
H -0.338 -0.989 -5.489  0.501
H -0.960 -2.523 -7.227  0.456
H -3.361 -2.792 -7.732  0.450
H -5.079 -1.323 -6.691  0.426
H -4.521 0.223 -5.182  0.387
C -3.222 1.591 2.184  -1.199
As -1.504 0.744 2.033  0.702
C -1.735 -0.968 2.818  -1.549
C -0.486 1.687 3.399  0.328
C -0.405 1.085 4.687  -0.566
C 0.293 1.709 5.723  -0.947
C 1.102 2.792 5.424  -0.605
C 1.170 3.310 4.132  -0.621
C 0.385 2.749 3.126  0.218
As 0.439 3.342 1.253  0.554
C 2.200 4.207 1.032  -1.249
C -1.048 4.609 1.259  -1.104
H -3.339 2.131 3.113  0.397
H -4.043 0.891 2.238  0.497
H -3.594 2.278 1.402  0.373
H -2.319 -0.836 3.697  0.598
H -0.760 -1.500 2.923  0.419
H -2.326 -1.651 2.187  0.394
H -0.840 0.172 5.002  0.418
H 0.270 1.336 6.734  0.441
H 1.568 3.302 6.214  0.478
H 1.807 4.167 3.938  0.449
H 2.949 3.507 1.437  0.440
H 2.380 5.236 1.368  0.463
H 2.333 4.182 -0.019  0.336
H -1.294 4.837 2.349  0.374
H -1.986 4.246 0.897  0.317
H -0.865 5.486 0.690  0.517
Cl 4.466 3.977 -1.890  -0.074
C 4.885 2.199 -1.777  0.777
Cl 5.196 1.483 -3.371  -0.021
Cl 6.097 1.963 -0.576  -0.015
C 3.600 1.724 -1.121  0.193
N 2.614 1.339 -0.729  -0.661

Output
LUMO energy (eV): -9.65
Orbital gap (eV): 5.71
Net charge: +3
ΔE to the lowest compared entry with this formula, charge and spin (kcal/mol): 3.26
HOMO level (Ha): -0.5643

DFT (ωB97M-V with the def2-TZVPD basis set) results for C5H8N2O in the gas phase in a non-equilibrium geometry.

Each line ends with the Mulliken charge.
Positions of all 16 atoms, in Å:
C -1.616 -0.072 -0.107  -0.761
C -0.811 -1.366 0.107  -0.099
C 0.430 -0.794 -0.376  0.091
N 1.565 -1.333 -0.099  -0.495
O 2.503 -0.502 -0.100  -0.191
C 1.822 0.855 0.218  -0.594
C 0.537 0.655 -0.553  0.152
N -0.697 1.019 0.102  -0.394
H -2.390 -0.231 0.694  0.325
H -2.353 -0.072 -0.916  0.312
H -0.934 -1.333 1.402  0.202
H -1.403 -2.411 -0.403  0.254
H 2.419 1.873 0.132  0.315
H 1.604 0.695 1.429  0.235
H 0.454 1.014 -1.501  0.387
H -1.133 2.001 -0.028  0.263

Output
LUMO energy (eV): 0.85
Orbital gap (eV): 9.55
SMILES: C1CC2=NOC[C@@H]2N1
ΔE to the lowest compared entry with this formula, charge and spin (kcal/mol): 144.29
HOMO level (Ha): -0.3196